1.
{
  "formula": "C4H3N2O2",
  "method": "ωB97M-V/def2-TZVPD",
  "elements": ["O", "O", "N", "N", "C", "C", "C", "C", "H", "H", "H"],
  "coordinates": [[-0.901, 2.023, 0.075], [2.881, -0.833, -0.207], [-0.237, -1.486, 0.328], [-0.664, -0.190, 0.533], [2.064, 0.018, -0.156], [-0.206, 0.997, 0.101], [-1.574, -1.142, 0.023], [1.273, 1.045, -0.087], [-2.395, -1.435, 0.690], [1.654, 2.035, -0.278], [-1.897, -1.032, -1.023]],
  "charge": -1,
  "homo_lumo_gap_ev": 5.772,
  "homo_ev": -1.84,
  "de_lowest_kcal_mol": 76.4,
  "spin_multiplicity": 1,
  "molar_mass_g_mol": 111.1,
  "lumo_ev": 3.93,
  "smiles": "O=C=CC(=O)N1C[N-]1"
}


2.
{
  "formula": "C4H10NSi",
  "method": "ωB97M-V/def2-TZVPD",
  "elements": ["Si", "N", "C", "C", "C", "C", "H", "H", "H", "H", "H", "H", "H", "H", "H", "H"],
  "coordinates": [[0.622, -0.678, 0.041], [-0.979, -0.714, 0.257], [0.651, 1.126, -0.382], [-0.090, 2.246, 0.283], [-2.291, -0.890, -0.125], [2.183, -1.644, 0.050], [-2.948, -1.394, 0.782], [0.692, 2.963, 0.530], [-0.417, 2.076, 1.315], [0.964, 1.508, -1.283], [-2.356, -1.594, -1.074], [3.016, -1.003, -0.421], [-2.899, 0.002, -0.397], [-0.828, 2.550, -0.328], [2.189, -2.594, -0.397], [2.490, -1.960, 1.147]],
  "charge": 1,
  "homo_lumo_gap_ev": [7.069, 8.552],
  "homo_ev": [-13.40, -14.26],
  "de_lowest_kcal_mol": 98.7,
  "spin_multiplicity": 1,
  "molar_mass_g_mol": 100.2,
  "lumo_ev": [-6.33, -5.71]
}


3.
{
  "formula": "C4H8OS",
  "method": "ωB97M-V/def2-TZVPD",
  "elements": ["S", "O", "C", "C", "C", "C", "H", "H", "H", "H", "H", "H", "H", "H"],
  "coordinates": [[0.725, 3.140, -0.037], [-1.367, -0.381, -0.928], [0.528, 1.428, -0.435], [1.304, -1.000, 0.089], [-1.098, -0.320, 0.463], [0.337, 0.219, 0.511], [0.310, 1.262, -1.464], [-2.294, -0.425, -1.113], [0.861, -0.724, -0.964], [-1.141, -1.197, 0.983], [2.418, -0.813, 0.325], [0.651, 0.791, 1.305], [0.694, -2.168, 0.162], [-1.927, 0.188, 1.104]],
  "charge": 0,
  "homo_lumo_gap_ev": 8.154,
  "homo_ev": -8.74,
  "de_lowest_kcal_mol": 96.8,
  "spin_multiplicity": 1,
  "molar_mass_g_mol": 104.2,
  "lumo_ev": -0.59,
  "smiles": "C[C@@H](C=S)CO"
}


4.
{
  "formula": "C4H6Li2O",
  "method": "ωB97M-V/def2-TZVPD",
  "elements": ["O", "C", "C", "C", "C", "Li", "Li", "H", "H", "H", "H", "H", "H"],
  "coordinates": [[0.637, 1.349, 1.223], [-1.048, -1.439, -0.107], [1.467, 0.822, 0.388], [-0.726, -0.210, -0.736], [1.211, -0.095, -0.584], [0.916, 2.244, 2.430], [-3.017, -0.288, 0.199], [2.496, 1.252, 0.347], [-0.700, 0.723, -0.153], [1.820, -0.346, -1.452], [-1.229, -2.327, -0.719], [-0.779, -1.600, 0.942], [-1.047, -0.085, -1.777]],
  "charge": 1,
  "homo_lumo_gap_ev": [6.709, 6.779],
  "homo_ev": [-10.92, -11.32],
  "de_lowest_kcal_mol": 33.0,
  "spin_multiplicity": 2,
  "molar_mass_g_mol": 84.0,
  "lumo_ev": [-4.21, -4.54]
}


5.
{
  "formula": "C37H45FeN4O10S",
  "method": "ωB97M-V/def2-TZVPD",
  "elements": ["Fe", "S", "O", "O", "O", "O", "O", "O", "O", "O", "O", "O", "N", "N", "N", "N", "C", "C", "C", "C", "C", "C", "C", "C", "C", "C", "C", "C", "C", "C", "C", "C", "C", "C", "C", "C", "C", "C", "C", "C", "C", "C", "C", "C", "C", "C", "C", "C", "C", "C", "C", "C", "C", "H", "H", "H", "H", "H", "H", "H", "H", "H", "H", "H", "H", "H", "H", "H", "H", "H", "H", "H", "H", "H", "H", "H", "H", "H", "H", "H", "H", "H", "H", "H", "H", "H", "H", "H", "H", "H", "H", "H", "H", "H", "H", "H", "H", "H"],
  "coordinates": [[0.148, 0.243, -0.596], [3.205, 1.396, -2.179], [0.141, 1.685, 1.308], [3.519, 2.089, -0.941], [2.160, -0.013, 0.546], [-5.161, -1.031, 2.551], [-1.868, 1.119, 3.933], [3.558, 2.107, -3.396], [-0.626, 1.834, -1.635], [-4.110, -3.507, 0.364], [0.963, -2.168, -0.738], [-0.706, 3.000, -3.542], [-2.592, -1.767, 3.883], [1.758, 0.787, -2.228], [-0.691, -1.063, 2.730], [-2.530, -1.993, 1.595], [6.869, -3.468, -2.204], [0.884, 0.507, 6.305], [-6.261, -3.609, 4.856], [-2.874, -1.691, -2.567], [0.772, -2.942, -1.906], [-5.081, -3.937, 5.511], [0.914, 1.260, -3.339], [5.115, -1.991, -3.263], [-3.618, -2.595, -1.822], [-5.057, -1.982, 3.527], [6.003, -1.357, -1.134], [-3.397, -2.656, -0.462], [-1.925, -0.911, -1.936], [-4.744, 0.289, 2.908], [1.491, 2.132, 1.331], [-2.432, -1.838, 0.175], [-3.844, -2.354, 4.136], [-6.235, -2.634, 3.876], [2.352, 0.927, 1.596], [4.290, -0.878, -3.254], [-2.402, 2.320, 4.450], [-1.874, -1.568, 2.685], [-0.231, -0.571, 3.953], [1.394, -0.658, 5.769], [-3.900, -3.321, 5.145], [-0.772, 0.595, 4.547], [5.976, -2.253, -2.197], [-5.335, -4.012, -0.117], [4.310, -0.010, -2.171], [-1.633, -0.954, -0.548], [2.417, -1.359, 0.936], [5.183, -0.235, -1.121], [-0.776, 2.757, 1.076], [2.294, -2.246, -0.270], [-0.208, 1.127, 5.699], [-0.223, 2.132, -2.824], [0.831, -1.187, 4.610], [-3.367, -2.502, 1.812], [6.676, -1.542, -0.302], [-1.648, 3.110, 4.484], [5.091, -2.674, -4.105], [-7.193, -4.093, 5.117], [3.433, -1.447, 1.340], [-5.182, -4.771, -0.889], [-0.616, 2.022, 6.144], [-0.248, -2.781, -2.243], [-5.959, -3.212, -0.524], [-5.426, 0.702, 3.657], [6.497, -4.224, -2.896], [-4.363, -3.221, -2.293], [2.071, 0.472, 2.550], [2.537, -3.279, 0.016], [3.609, -0.680, -4.073], [1.766, 2.592, 0.378], [-5.839, -4.466, 0.734], [-5.075, -4.687, 6.292], [0.443, 0.396, -3.827], [-0.658, 3.168, 0.077], [3.402, 1.233, 1.626], [-3.725, 0.308, 3.289], [-1.774, 2.335, 1.170], [1.688, -1.662, 1.686], [0.921, -4.006, -1.685], [1.636, 2.857, 2.143], [-4.797, 0.878, 1.996], [5.194, 0.469, -0.299], [-0.626, 3.537, 1.833], [6.929, -3.916, -1.211], [1.321, 0.942, 7.195], [1.476, -2.636, -2.688], [-7.139, -2.331, 3.363], [-2.816, 2.174, 5.453], [-3.199, 2.617, 3.773], [7.886, -3.209, -2.510], [-1.386, -0.208, -2.560], [2.982, -1.928, -1.053], [2.234, -1.157, 6.236], [1.223, -2.101, 4.180], [-1.970, -1.788, 4.677], [1.463, 1.814, -4.096], [-2.971, -3.600, 5.631], [-3.044, -1.602, -3.634]],
  "charge": -1,
  "homo_lumo_gap_ev": [6.933, 6.937],
  "homo_ev": [-4.71, -4.71],
  "spin_multiplicity": 5,
  "molar_mass_g_mol": 793.7,
  "lumo_ev": [2.22, 2.22]
}


| no. | electronic energy (eV) |
| --- | --- |
| 1 | -11268.991 |
| 2 | -13666.800 |
| 3 | -17156.251 |
| 4 | -6693.741 |
| 5 | -110756.841 |